107
Properties=species:S:1:pos:R:3:mulliken_charge:R:1 method="wB97M-V/def2-TZVPD" spin_multiplicity=1 e_above_lowest_kj_mol=806.21 smiles="CB(O)C1=CC(=O)C=C(CCCCCN)C1=O.O=C1CCCO1.O=C1CCCO1.O=C1CCCO1.O=C1CCCO1.O=C1CCCO1.O=C1CCCO1" homo_energy_ev=-8.103 total_charge=0
C 9.3952 -0.9196 2.8526 -0.74
B 9.4566 0.4493 1.8980 0.27
O 10.7397 1.0997 1.5415 -0.52
C 7.9693 0.9895 1.3462 0.55
C 7.8286 1.0705 -0.1401 -0.64
C 6.4380 1.6056 -0.8446 0.18
O 6.2262 1.6923 -2.1730 -0.59
C 5.2037 2.0150 0.1587 -0.41
C 5.3016 1.9040 1.6688 0.74
C 3.9599 2.3055 2.5292 -0.49
C 3.1458 0.9435 2.9560 -0.80
C 2.7525 -0.0451 1.7086 -0.30
C 3.4009 -1.5596 1.8413 0.05
C 4.4599 -1.9374 0.6296 0.05
N 4.6902 -3.4560 0.7493 -0.64
C 6.7187 1.3939 2.3658 0.59
O 6.8256 1.2843 3.6986 -0.63
H 9.7629 -0.7016 3.9526 0.27
H 8.2935 -1.3246 2.8440 0.20
H 10.1150 -1.6950 2.3299 0.25
H 11.0566 0.6771 0.6750 0.32
H 8.7211 0.7460 -0.8263 0.12
H 4.2027 2.4050 -0.3118 0.26
H 3.2590 3.0900 1.9776 -0.04
H 4.2777 2.8418 3.5451 0.29
H 3.7474 0.3165 3.7429 0.33
H 2.1330 1.3079 3.4655 0.32
H 1.5728 -0.1795 1.7414 0.23
H 3.0025 0.3707 0.6435 0.22
H 3.8955 -1.7359 2.9107 0.31
H 2.5061 -2.3241 1.7436 -0.47
H 3.9935 -1.7075 -0.4220 0.21
H 5.5101 -1.4239 0.7356 0.01
H 5.6347 -3.7198 0.3920 0.22
H 3.9919 -3.9800 0.1733 0.29
O 2.1029 -3.9143 -0.1708 -0.65
C 1.1376 -4.3111 0.4607 0.54
C -0.2959 -4.0334 0.1225 -0.40
C -1.0007 -4.4047 1.4026 -0.19
C -0.1029 -5.4691 1.9769 -0.55
O 1.2154 -5.1141 1.5622 -0.38
H -0.5977 -4.6759 -0.7094 0.32
H -0.4453 -2.9804 -0.1270 0.24
H -2.0293 -4.7436 1.2534 0.29
H -1.0242 -3.5374 2.0736 0.12
H -0.3359 -6.4650 1.5857 0.27
H -0.1506 -5.4973 3.0694 0.33
O -2.3991 -1.5100 0.6058 -0.63
C -3.3645 -1.9068 1.2373 0.39
C -4.7979 -1.6291 0.8991 0.01
C -5.5028 -2.0004 2.1793 -0.52
C -4.6050 -3.0648 2.7536 -0.45
O -3.2867 -2.7098 2.3388 -0.28
H -5.0998 -2.2716 0.0673 -0.02
H -4.9474 -0.5761 0.6497 0.42
H -6.5314 -2.3393 2.0300 0.26
H -5.5263 -1.1331 2.8503 0.32
H -4.8379 -4.0607 2.3624 0.24
H -4.6527 -3.0930 3.8461 0.32
O 3.2505 5.4627 4.8495 -0.61
C 2.9925 5.8929 3.7375 0.57
C 3.7462 6.9773 3.0289 -0.51
C 2.7905 7.3588 1.9268 0.02
C 2.0464 6.0734 1.6757 -0.37
O 1.9907 5.4169 2.9413 -0.36
H 4.6789 6.5650 2.6341 0.26
H 3.9461 7.8191 3.6958 0.32
H 3.2856 7.7509 1.0345 -0.07
H 2.0954 8.1245 2.2923 0.28
H 2.5689 5.4222 0.9671 0.17
H 1.0317 6.2542 1.3092 0.37
O -6.1571 -3.4524 -0.6605 -0.70
C -7.1925 -3.2498 -1.2731 0.48
C -7.2950 -2.9971 -2.7468 -0.17
C -8.6896 -2.4388 -2.8759 -0.53
C -9.4160 -3.0979 -1.7328 -0.31
O -8.4359 -3.2641 -0.7093 -0.36
H -7.1851 -3.9452 -3.2804 0.10
H -6.5425 -2.2771 -3.0767 0.29
H -9.1505 -2.6332 -3.8480 0.28
H -8.6660 -1.3529 -2.7236 0.39
H -9.8093 -4.0835 -2.0032 0.19
H -10.2372 -2.4788 -1.3599 0.30
O -10.6878 -4.1558 -4.1647 -0.57
C -10.1753 -5.1615 -4.6274 0.48
C -10.8989 -6.2406 -5.3744 -0.49
C -9.8973 -7.3674 -5.3519 -0.50
C -8.5806 -6.6375 -5.3034 -0.48
O -8.8400 -5.4407 -4.5711 -0.22
H -11.1015 -5.8965 -6.3924 0.27
H -11.8259 -6.5178 -4.8672 0.29
H -9.9824 -8.0456 -6.2051 0.32
H -10.0285 -7.9572 -4.4365 0.27
H -8.2191 -6.3654 -6.3006 0.29
H -7.8088 -7.2216 -4.7937 0.32
O 1.3167 10.2326 -0.7755 -0.59
C 2.2464 9.7561 -1.4054 0.43
C 2.9160 10.3958 -2.5838 -0.34
C 3.6805 9.2405 -3.1790 -0.54
C 3.9658 8.3792 -1.9767 -0.45
O 2.8541 8.5714 -1.1032 -0.26
H 3.5836 11.1863 -2.2299 0.26
H 2.1809 10.7949 -3.2864 0.28
H 4.5835 9.5435 -3.7156 0.32
H 3.0364 8.6966 -3.8807 0.26
H 4.8780 8.6846 -1.4536 0.28
H 4.0471 7.3213 -2.2428 0.34